{
  "formula": "C18H25N3O",
  "method": "wB97M-V/def2-TZVPD",
  "symbols": ["C", "C", "C", "C", "N", "C", "O", "C", "C", "C", "C", "C", "C", "N", "C", "N", "C", "C", "C", "C", "C", "C", "H", "H", "H", "H", "H", "H", "H", "H", "H", "H", "H", "H", "H", "H", "H", "H", "H", "H", "H", "H", "H", "H", "H", "H", "H"],
  "coordinates": [[1.724, 4.086, 4.408], [0.498, 4.362, 3.546], [-0.819, 4.065, 4.264], [-0.982, 2.591, 4.648], [-0.924, 1.718, 3.501], [0.118, 0.884, 3.269], [1.031, 0.741, 4.060], [0.042, 0.126, 1.986], [-0.486, 0.704, 0.821], [-0.532, 0.018, -0.375], [-0.044, -1.280, -0.384], [0.502, -1.874, 0.781], [0.555, -1.162, 1.971], [0.923, -3.144, 0.483], [0.654, -3.308, -0.774], [0.058, -2.233, -1.367], [-0.298, -2.058, -2.756], [-0.844, -3.344, -3.377], [-1.265, -3.079, -4.820], [-0.079, -2.571, -5.635], [0.496, -1.303, -5.011], [0.904, -1.554, -3.563], [1.836, 3.020, 4.589], [1.645, 4.600, 5.363], [2.622, 4.436, 3.903], [0.560, 3.761, 2.636], [0.494, 5.414, 3.247], [-0.880, 4.663, 5.175], [-1.652, 4.358, 3.618], [-0.177, 2.279, 5.315], [-1.940, 2.451, 5.161], [-1.660, 1.795, 2.819], [-0.833, 1.728, 0.841], [-0.925, 0.486, -1.265], [0.982, -1.588, 2.864], [0.872, -4.212, -1.307], [-1.087, -1.295, -2.785], [-0.072, -4.114, -3.370], [-1.692, -3.706, -2.792], [-1.655, -3.998, -5.262], [-2.065, -2.335, -4.837], [-0.393, -2.369, -6.660], [0.694, -3.342, -5.668], [1.363, -0.966, -5.583], [-0.254, -0.510, -5.043], [1.698, -2.304, -3.524], [1.288, -0.636, -3.112]],
  "forces_ev_per_a": [[-0.10, 0.00, -0.18], [-0.06, 0.05, 0.21], [0.16, -0.21, -0.17], [0.00, 0.29, 0.20], [-0.27, 0.18, -0.07], [-0.21, -0.01, -0.11], [0.24, -0.14, 0.14], [0.19, -0.21, -0.10], [-0.03, -0.01, 0.03], [-0.10, 0.05, -0.22], [0.19, 0.02, 0.67], [-0.33, 0.46, -0.58], [-0.08, 0.13, -0.05], [0.31, -0.49, 0.34], [0.02, -0.11, 0.07], [-0.11, 0.05, 0.24], [0.25, -0.12, -0.41], [-0.29, 0.26, 0.04], [0.26, -0.20, -0.02], [-0.23, 0.24, -0.04], [0.22, -0.23, -0.02], [-0.30, 0.28, -0.06], [0.06, -0.09, 0.08], [0.04, 0.07, 0.14], [0.13, 0.02, 0.02], [-0.03, 0.07, -0.09], [-0.01, -0.04, -0.09], [-0.07, 0.07, 0.03], [-0.07, 0.05, 0.06], [-0.15, 0.00, 0.01], [0.14, -0.03, 0.02], [0.09, -0.15, 0.01], [-0.02, 0.08, 0.01], [-0.02, 0.07, -0.07], [0.07, -0.04, 0.12], [0.00, -0.16, -0.23], [0.06, -0.10, 0.01], [0.05, -0.07, 0.04], [0.05, -0.04, 0.05], [-0.09, 0.03, 0.01], [-0.08, 0.01, -0.02], [0.05, -0.06, -0.05], [0.05, -0.06, -0.05], [-0.04, 0.09, -0.01], [-0.01, 0.09, -0.04], [0.04, -0.04, 0.06], [0.05, -0.04, 0.06]],
  "lowdin_charge": [-0.1028, -0.2622, -0.1999, -0.1864, 0.0644, -0.4597, 0.0592, -0.1381, -0.0430, -0.0074, -0.1573, -0.2182, 0.0656, 0.1247, -0.1330, 0.0116, -0.2821, -0.1499, -0.1967, -0.2069, -0.1982, -0.1372, 0.0533, 0.0743, 0.0702, 0.0970, 0.1020, 0.1093, 0.1040, 0.1143, 0.1188, 0.1322, 0.1051, 0.1062, 0.1275, 0.1266, 0.1523, 0.1127, 0.1245, 0.1112, 0.1158, 0.1091, 0.1151, 0.1110, 0.1155, 0.1253, 0.1200],
  "spin_multiplicity": 1,
  "de_lowest_kcal_mol": 1.44,
  "total_energy_ev": -25591.346,
  "smiles": "CCCCNC(=O)c1ccc2c(c1)ncn2C1CCCCC1",
  "lumo_ha": 0.025
}